The following is a DFT calculation (ωB97M-V/def2-TZVPD) of a cluster of 2 separate species, C8H8ClNO3 in total.

XYZ file:
```
21
Properties=species:S:1:pos:R:3:forces:R:3:nbo_charge:R:1
Cl -0.0553 -0.9324 -2.9502 0.33 -0.61 1.66 -0.50
O -1.3224 -3.2125 -0.2597 0.64 -1.63 0.74 -0.33
O -2.2923 -1.4348 -0.7857 -2.08 1.79 -0.24 -0.33
O 0.8956 -2.2033 -0.2478 -0.37 0.48 -0.80 -0.42
N -1.3329 -2.0432 -0.4806 0.26 -0.99 -0.85 0.48
C 0.4970 0.5222 1.0683 -0.48 1.27 1.34 -0.17
C -0.1310 0.0615 -0.0693 -0.89 1.27 -0.25 -0.25
C -0.8220 2.6140 1.0336 2.03 -2.61 2.61 -0.16
C -1.3441 2.1985 -0.1410 -0.42 0.15 -1.76 -0.23
C 0.1168 1.7238 1.6845 0.46 1.02 -0.09 -0.21
C -1.0580 0.9422 -0.6705 0.26 -0.36 -0.51 -0.08
C 2.1715 -1.6243 -0.3125 1.62 2.60 1.91 -0.28
C -0.0190 -1.3292 -0.4877 -0.91 -0.12 -1.68 0.68
H 0.6944 1.9916 2.6354 -1.28 -0.22 -1.42 0.23
H 2.4831 -1.5456 0.7812 0.31 -0.25 -1.69 0.20
H -1.2333 3.4181 1.5854 0.10 1.13 0.12 0.22
H -1.5217 0.5959 -1.5866 0.10 0.38 0.12 0.27
H 2.0917 -0.6000 -0.7297 -0.02 -0.43 0.45 0.22
H 2.9002 -2.0406 -0.9787 -0.08 -1.39 -0.05 0.23
H -1.9144 2.9491 -0.7050 -0.23 -0.82 0.13 0.23
H 1.1961 -0.0510 1.6165 0.64 -0.67 0.26 0.21
```
Forces are in eV/Å.

For the maximum force, the calculation gives 4.21 eV/A. The value obtained for the relative energy (zero: lowest compared OMol25 entry of this formula, charge and spin) is 505.6 kJ/mol. Its total energy is -1050.11844 hartree. The LUMO energy (alpha / beta) comes out at -1.867 / -1.867 eV.